Entry 1:
Here is 2 unconnected molecules or ions with the total composition C5H5IN2O in a non-equilibrium geometry from the Open Molecules 2025 dataset. Energies are from the ωB97M-V functional and the def2-TZVPD basis.

## Properties
Structure (SMILES)   CC(=O)C=C=N.N#CI
E   -18391.5906 eV
Frontier orbital gap   9.9 eV
Highest occupied orbital energy   -9.69 eV
ΔE to the lowest compared entry with this formula, charge and spin   1.938 eV
Spin multiplicity   1

Cartesian coordinates (Å):
C  -0.0047  1.0585  -0.8318
C  1.1250  0.1278  -0.5163
O  2.2768  0.3617  -0.8773
C  0.7160  -1.0317  0.3088
C  -0.3693  -1.3670  0.9511
N  -1.4092  -1.5040  1.5247
H  0.4210  1.9351  -1.1567
H  -0.6434  1.2192  0.0448
H  -0.5804  0.6791  -1.6206
H  1.5417  -1.6668  0.3954
H  -1.4765  -1.2206  2.4286
N  4.3527  -2.0051  -1.6267
C  4.6699  -1.1858  -0.9279
I  5.3918  0.0917  0.3888

Atoms 1-6, force components in eV/Å:
C 0.098 -0.813 1.484
C -0.319 0.781 0.179
O -1.566 -0.793 0.685
C 1.497 -0.135 -0.708
C 0.428 1.752 -0.514
N -0.746 -1.848 -2.723



Entry 2:
Here is a molecular structure, C2H7NO3 in a non-equilibrium geometry from the Open Molecules 2025 dataset. Energies are from the ωB97M-V functional and the def2-TZVPD basis.

## Properties
E   -9813.7290 eV
Frontier orbital gap (alpha / beta)   8.0 / 8.0 eV
Highest occupied orbital energy (alpha / beta)   -7.43 / -7.43 eV
ΔE to the lowest compared entry with this formula, charge and spin   7.232 eV
Spin multiplicity   1

Cartesian coordinates (Å):
C  -0.4548  -0.6892  0.2940
C  -0.1516  1.4823  -0.6867
N  0.3259  0.3054  0.7825
O  1.6822  0.0425  0.3482
O  -1.7483  -0.6154  0.5483
O  -0.1031  -1.4979  -0.6996
H  2.0719  -0.2439  1.1980
H  -2.2307  -1.1449  -0.1022
H  0.8683  -1.4092  -0.7807
H  0.3346  -1.2825  1.6886
H  0.6155  2.2165  -0.4811
H  -1.1571  1.7973  -0.4348
H  -0.0528  1.0392  -1.6746

Atoms 1-6, force components in eV/Å:
C 1.550 -3.962 4.066
C 1.065 -0.362 1.983
N -0.432 4.415 -4.497
O -0.671 -0.100 0.765
O -0.185 0.553 -0.470
O -0.032 0.526 -0.701



Entry 3:
Here is 3 unconnected molecules or ions with the total composition C3H11NO3 in a non-equilibrium geometry from the Open Molecules 2025 dataset. Energies are from the ωB97M-V functional and the def2-TZVPD basis.

## Properties
Structure (SMILES)   C[C@@H](N)C=O.O.O
E   -10920.7583 eV
Frontier orbital gap   9.2 eV
Highest occupied orbital energy   -8.77 eV
ΔE to the lowest compared entry with this formula, charge and spin   2.247 eV
Spin multiplicity   1

Cartesian coordinates (Å):
C  0.6045  -0.5165  -1.9934
C  -0.0089  0.1521  -0.7439
N  -0.6933  1.3837  -1.2088
C  -1.1215  -0.7804  -0.2090
O  -0.7635  -1.7937  0.3503
H  0.9846  0.2576  -2.6085
H  -0.1065  -0.9913  -2.6402
H  1.4294  -1.2219  -1.8657
H  0.7940  0.1691  -0.0119
H  -0.4465  1.4523  -2.1714
H  -0.7392  2.1332  -0.5093
H  -2.0988  -0.4824  -0.6314
O  1.4651  -1.0585  2.0322
H  0.7749  -0.7703  2.6507
H  1.0146  -1.8955  1.8358
O  -0.0184  2.0935  1.2767
H  0.9432  1.9952  1.3182
H  -0.1115  2.9009  1.8233

Atoms 1-6, force components in eV/Å:
C 0.008 -0.408 0.186
C -1.458 -0.181 -0.666
N 0.536 -1.449 1.123
C 3.007 -0.473 -0.943
O -1.636 0.150 0.268
H 0.733 0.984 -0.559